31
Properties=species:S:1:pos:R:3:forces:R:3:nbo_charge:R:1 method="wB97M-V/def2-TZVPD" smiles=Cc1ccc(O)cc1.Cc1ccccc1 orbital_gap_ev=9.2 energy_ha=-618.288591 de_lowest_ev=0.746
C -0.716 -3.275 0.434 -0.07 0.07 1.24 -0.6273
C -1.682 -2.135 0.648 -0.25 0.31 -1.58 -0.0550
C -1.829 -1.251 -0.433 0.09 0.56 0.58 -0.1680
C -2.685 -0.149 -0.393 -0.22 -0.96 -0.25 -0.3163
C -3.497 0.032 0.723 0.08 -0.69 -0.50 0.3085
O -4.452 1.007 0.802 0.07 0.30 -0.39 -0.6738
C -3.458 -0.915 1.751 -0.44 2.14 -0.66 -0.2738
C -2.567 -1.961 1.684 -0.29 -1.10 1.56 -0.1882
H 0.279 -2.844 0.337 0.11 -0.20 -0.55 0.2233
H -1.054 -3.849 -0.415 0.37 -0.13 -0.46 0.2196
H -0.619 -3.980 1.271 -0.38 0.27 0.02 0.2153
H -1.248 -1.397 -1.334 0.12 -0.11 -0.05 0.2053
H -2.852 0.371 -1.330 0.10 0.46 0.21 0.2098
H -4.544 1.443 -0.064 0.14 -0.21 0.52 0.4805
H -4.169 -0.605 2.515 0.24 -1.05 0.42 0.2304
H -2.638 -2.729 2.463 0.29 0.33 -0.12 0.2116
C 3.999 0.515 -1.953 0.23 -0.19 0.74 -0.6364
C 2.994 1.204 -1.073 -0.32 1.27 1.01 -0.0050
C 1.626 0.973 -1.140 0.13 -1.26 -1.27 -0.2213
C 0.728 1.399 -0.203 -0.71 1.40 0.16 -0.2007
C 1.117 2.323 0.762 0.74 -0.02 -0.40 -0.2165
C 2.454 2.712 0.796 0.46 -0.93 0.17 -0.2159
C 3.379 2.123 -0.080 0.06 -0.54 -0.57 -0.2138
H 5.003 0.622 -1.536 -0.05 0.21 0.02 0.2150
H 4.044 0.900 -2.966 -0.26 -0.18 -0.26 0.2232
H 3.806 -0.561 -1.898 -0.07 0.11 -0.56 0.2213
H 1.243 0.430 -2.005 0.06 -0.31 0.27 0.1995
H -0.326 1.178 -0.315 0.05 -0.20 0.03 0.2187
H 0.401 2.796 1.407 -0.19 -0.12 0.35 0.2133
H 2.817 3.298 1.629 -0.01 0.44 -0.24 0.2126
H 4.445 2.326 -0.085 -0.08 0.34 0.58 0.2040